A molecular structure, C37H42N4OPSc at a distorted geometry. Source: the OMol25 dataset; level of theory: wB97M-V/def2-TZVPD.

Each line ends with the natural charge from an NBO analysis.
Element x y z (Å)
Sc -0.73 0.19 0.24  1.9250
P 1.95 -0.01 -0.29  0.7381
O 1.24 0.47 4.32  -0.4360
N -4.28 0.30 -0.43  -0.4447
N -1.22 -3.50 -2.28  -0.4819
N -0.97 -1.85 -0.85  -0.6812
N 0.15 0.25 2.39  -0.7357
C -1.74 4.41 -0.75  -0.2150
C 2.76 1.42 -1.11  -0.3379
C 3.77 1.33 -2.05  -0.2032
C 3.04 -0.12 1.18  -0.2937
C -1.48 -1.83 3.66  -0.6141
C 4.39 2.48 -2.51  -0.1895
C -1.73 1.96 -0.53  -0.7134
C 2.63 -0.07 2.53  -0.0837
C -1.25 3.24 -0.19  -0.1972
C 2.98 3.82 -1.10  -0.1287
C -4.95 -0.99 -0.58  -0.4128
C -0.89 0.62 3.38  -0.0883
C -2.03 -0.42 3.47  -0.2267
C -2.82 1.95 -1.44  0.0801
C 2.35 2.67 -0.64  -0.2158
C 4.00 3.72 -2.02  -0.1868
C -1.05 -3.05 -0.16  -0.0898
C -3.60 0.68 -1.67  -0.2528
C 2.30 -1.47 -2.62  -0.2313
C 2.49 -1.47 -1.23  -0.3564
C -2.75 4.35 -1.70  -0.1624
C -1.00 -1.26 -3.31  -0.6618
C 5.34 -0.41 1.89  -0.1531
C 1.28 0.20 3.02  0.6504
C 3.43 -3.69 -1.38  -0.1937
C -5.27 1.32 -0.07  -0.4308
C -2.94 -0.36 2.25  -0.5426
C 3.60 -0.24 3.52  -0.1633
C 3.03 -2.60 -0.61  -0.1904
C 4.94 -0.41 3.22  -0.1664
C 4.40 -0.26 0.90  -0.1834
C -1.07 -2.17 -2.14  0.4270
C -3.29 3.13 -2.02  -0.2337
C 2.70 -2.56 -3.37  -0.1589
C 3.26 -3.67 -2.75  -0.1913
C -1.21 -4.07 -1.04  -0.0441
C -0.10 0.74 4.70  -0.0856
H 5.66 -0.54 4.01  0.2430
H 2.58 -2.55 -4.44  0.2245
H -3.79 -1.01 2.41  0.2580
H 4.09 0.37 -2.44  0.2276
H 3.30 -0.22 4.56  0.2478
H -4.77 2.28 0.06  0.2144
H -5.38 -1.28 0.38  0.2067
H 4.71 -0.25 -0.14  0.2351
H 1.55 2.73 0.09  0.2051
H -1.31 -3.98 -3.16  0.4472
H -1.03 -1.95 4.65  0.2300
H -0.46 3.34 0.55  0.1945
H -4.23 -1.75 -0.89  0.1894
H 3.17 -2.62 0.46  0.2286
H -1.33 1.58 3.09  0.2257
H 1.88 -0.60 -3.09  0.2243
H -1.33 5.36 -0.45  0.2298
H 2.67 4.79 -0.73  0.2225
H -3.31 0.65 2.07  0.2490
H -0.71 -2.05 2.91  0.1950
H -3.14 5.25 -2.15  0.2348
H 3.88 -4.54 -0.90  0.2367
H -5.77 -0.95 -1.32  0.1905
H 5.18 2.41 -3.24  0.2357
H -0.39 0.00 5.45  0.2118
H 4.51 4.61 -2.37  0.2368
H -2.94 -0.16 -1.92  0.1817
H -0.98 -3.09 0.91  0.2314
H -6.05 1.43 -0.83  0.1879
H -2.41 -0.73 1.34  0.0977
H -2.27 -2.57 3.58  0.2366
H -0.14 1.73 5.15  0.2247
H -5.75 1.05 0.87  0.2083
H -4.32 0.81 -2.49  0.1915
H -1.91 -1.32 -3.91  0.2606
H -4.12 3.08 -2.72  0.2246
H -1.31 -5.12 -0.90  0.2528
H -0.85 -0.22 -3.00  0.2424
H -2.63 -0.16 4.35  0.2388
H -0.18 -1.56 -3.95  0.2544
H 6.38 -0.52 1.64  0.2426
H 3.59 -4.51 -3.34  0.2371

HOMO level, eV: -13.47
Charge: +2
Multiplicity: 1
F_max, hartree/bohr: 0.021
Energy above the lowest of the compared OMol25 structures with the same formula, charge and spin, kcal/mol: 9.5
LUMO energy, eV: -5.84

A molecular structure, C37H43AuNO2P at a distorted geometry. Source: the OMol25 dataset; level of theory: wB97M-V/def2-TZVPD.

Each line ends with the Löwdin spin population.
Element x y z (Å)
Au -0.26 -0.25 0.40  0.1756
P 1.05 1.69 2.05  0.0211
O 0.50 -3.60 -3.55  0.0000
O -1.96 -4.09 -2.33  0.0000
N 1.42 0.69 0.85  0.1473
C -0.95 -4.21 -1.31  -0.0002
C 1.90 -3.88 -3.77  0.0000
C -0.90 5.82 1.32  0.0015
C 0.72 1.73 -2.08  0.2909
C -1.51 1.21 5.27  0.0006
C 0.24 3.95 -1.75  0.0666
C -0.86 1.78 4.17  -0.0010
C -3.21 0.69 1.15  0.2626
C -2.52 0.01 0.09  0.0861
C 3.76 1.57 2.33  0.0012
C -0.47 -3.33 -5.81  0.0000
C 3.81 3.09 4.70  0.0004
C -1.04 3.40 1.43  0.0047
C 1.13 2.90 -1.40  0.2150
C -2.76 -1.43 1.93  0.2739
C -0.73 3.43 -2.65  0.3388
C 1.08 4.50 1.75  0.0022
C -2.23 -1.36 0.59  0.0292
C 2.59 2.10 2.88  0.0017
C 0.47 5.74 1.58  -0.0001
C 4.98 1.83 2.97  0.0002
C 0.17 -4.26 -4.80  0.0000
C -0.82 -1.95 -2.17  -0.0009
C -0.14 -2.92 -1.18  -0.0012
C 0.18 -0.35 3.70  0.0021
C 1.65 -4.57 -5.12  0.0000
C -0.48 -0.92 4.79  0.0035
C -1.65 4.64 1.20  0.0008
C -0.44 2.05 -2.85  0.0177
C -3.33 -0.19 2.26  0.0077
C 5.00 2.59 4.15  0.0002
C -0.65 -5.52 -4.64  0.0000
C 0.32 3.32 1.74  0.0060
C 2.60 2.84 4.07  0.0002
C -1.30 -0.13 5.60  -0.0002
C -2.12 -2.67 -2.55  -0.0002
C 0.03 1.01 3.41  -0.0004
H -1.63 2.48 1.40  0.0039
H 1.20 0.76 -2.03  0.0098
H 2.49 -2.95 -3.85  0.0000
H 1.66 3.20 4.49  0.0000
H 0.80 -0.97 3.04  -0.0008
H -0.15 -6.23 -3.97  0.0000
H -0.64 -3.90 -6.73  0.0000
H -0.19 -1.80 -3.05  -0.0001
H 2.31 -4.56 -3.00  0.0000
H 1.96 2.95 -0.70  0.0063
H 3.83 3.67 5.63  0.0000
H -1.65 -5.30 -4.26  0.0000
H -0.34 -1.98 5.00  0.0000
H -1.44 -2.97 -5.43  0.0000
H 1.06 6.66 1.68  0.0000
H 3.69 0.97 1.42  0.0004
H -2.72 4.68 0.99  -0.0002
H -1.06 2.82 3.90  -0.0001
H 1.87 -5.64 -5.14  0.0000
H -3.86 0.05 3.18  -0.0047
H 0.92 -3.06 -1.41  0.0000
H -1.54 3.99 -3.10  0.0189
H -2.75 -2.33 2.55  0.0129
H 0.19 -2.49 -6.02  0.0000
H -2.40 -2.51 -3.60  0.0000
H 2.16 4.45 1.93  0.0000
H -0.31 -5.07 -1.56  -0.0001
H 2.04 -4.03 -5.98  0.0000
H -2.52 0.33 -0.95  -0.0004
H 5.91 1.42 2.55  0.0000
H -2.09 -2.24 -0.03  -0.0011
H -1.47 -4.43 -0.36  -0.0001
H -1.39 6.79 1.19  0.0001
H -1.79 -0.56 6.47  -0.0001
H -0.20 -2.55 -0.15  -0.0007
H 0.30 4.97 -1.39  -0.0018
H 5.95 2.78 4.65  0.0000
H -0.75 -5.99 -5.63  0.0000
H -1.02 -0.96 -1.75  -0.0009
H -3.58 1.71 1.11  0.0108
H -2.94 -2.31 -1.91  -0.0002
H -2.17 1.83 5.87  0.0001
H -1.00 1.36 -3.48  -0.0056

HOMO level (spin up / spin down), eV: -7.56 / -7.46
Multiplicity: 3
F_max, hartree/bohr: 0.063
⟨S²⟩: 2.049
LUMO energy (spin up / spin down), eV: 0.72 / -1.99

A molecular structure, C37H43BaBr2F2GeN5O7P2S at a distorted geometry. Source: the OMol25 dataset; level of theory: wB97M-V/def2-TZVPD.

Each line ends with the Mulliken charge.
Element x y z (Å)
Ba -1.03 -0.07 -0.21  2.1408
Br 3.71 2.06 -1.12  -0.0691
Br 1.53 4.55 -5.72  -0.2119
Ge 2.56 -1.10 1.34  0.9256
S -1.09 3.05 0.76  -0.4484
P -3.61 -0.86 0.43  -0.1361
P -1.70 -0.95 2.75  0.6678
F 2.48 0.60 3.56  -0.2855
F 1.49 1.47 1.85  0.0200
O -3.17 0.49 -0.01  -0.4500
O -1.54 0.52 3.37  -0.6772
O -5.22 -1.01 0.21  -0.6087
O -0.77 -1.12 1.61  -0.9661
O -1.69 -2.00 3.82  -0.8901
O -2.95 -2.07 -0.15  -0.6425
O 0.96 0.81 -1.03  0.1893
N -0.19 -1.74 -1.88  0.1071
N -1.13 1.05 -2.74  1.2287
N -0.31 4.40 -1.43  0.0784
N 1.23 4.05 0.22  -0.3450
N -3.76 -2.47 2.51  -0.1712
C 6.28 -1.93 -1.48  -0.6027
C 1.35 3.30 -4.29  0.3743
C -1.45 5.35 -3.29  -0.5442
C 2.27 2.25 -2.36  0.0250
C 3.95 -3.07 4.83  -0.7227
C 2.40 3.12 -3.43  -0.5325
C 0.13 2.61 -4.11  1.0076
C 5.41 -0.90 0.50  -0.0028
C 1.62 -4.39 -3.07  -1.7541
C -2.72 4.02 -1.75  -0.2663
C 1.75 -3.25 3.16  -0.0444
C 1.86 -4.09 4.25  -0.6750
C -4.36 -0.13 3.06  -1.8637
C -2.16 1.19 -3.53  0.6572
C -1.00 2.74 -4.95  -1.2154
C 2.74 -2.32 2.88  0.2437
C 0.01 1.73 -3.00  -1.3198
C 1.10 1.54 -2.06  0.0986
C -0.02 3.83 -0.23  0.4980
C 0.01 -2.66 -2.53  -1.3855
C 6.48 -1.19 -0.32  -0.7348
C -0.86 -4.85 -2.98  -1.6953
C 2.58 0.73 2.21  0.3237
C 4.12 -1.32 0.17  0.0497
C 3.94 -2.04 -1.00  0.0266
C 5.01 -2.35 -1.82  -0.4553
C -3.80 5.04 -3.65  -0.6831
C 0.10 -3.42 -4.83  -1.7071
C -3.86 4.27 -2.50  -0.6074
C 0.22 -3.83 -3.35  2.5514
C 3.84 -2.24 3.73  -0.0389
C -3.41 0.44 -3.22  -1.3122
C -3.49 -1.04 2.23  0.9786
C -2.58 5.57 -4.04  -0.7020
C -1.50 4.57 -2.13  0.6721
C -2.13 2.03 -4.66  -1.1949
C 2.95 -4.00 5.09  -0.4492
H 7.12 -2.17 -2.12  0.3905
H -1.85 -4.43 -3.13  0.3938
H 3.33 3.66 -3.57  0.4392
H -1.09 1.10 2.75  0.3226
H 2.39 -3.67 -3.36  0.3150
H -4.80 3.86 -2.18  0.4334
H 2.93 -2.34 -1.27  -0.1334
H 1.08 -4.81 4.46  0.3906
H 4.62 -1.52 3.52  0.2522
H -3.96 0.19 -4.12  0.5709
H -4.05 1.06 -2.59  0.0828
H -4.11 -0.22 4.12  0.4583
H -4.69 5.22 -4.23  0.4138
H -0.75 -5.74 -3.60  0.4390
H 1.51 3.52 1.02  0.1432
H -2.79 3.42 -0.86  0.1522
H -0.88 -2.98 -5.02  0.3917
H 1.75 -4.62 -2.02  0.3662
H -2.52 6.18 -4.93  0.4344
H 4.81 -3.00 5.48  0.4031
H -0.51 5.78 -3.61  0.4448
H 3.46 1.35 2.01  0.2445
H -5.58 -0.15 0.00  0.3281
H -5.42 -0.36 2.91  0.5003
H -0.77 -5.14 -1.94  0.3737
H -3.55 -2.96 1.62  0.3124
H -3.00 2.13 -5.29  0.4900
H -2.96 -2.66 3.25  0.4705
H 7.47 -0.86 -0.06  0.3967
H -4.71 -2.68 2.82  0.3262
H 0.86 -2.68 -5.08  0.3870
H 5.56 -0.32 1.40  0.3221
H -4.18 0.90 2.75  0.2978
H 1.35 -1.38 0.52  -0.9434
H 3.03 -4.63 5.96  0.3703
H -3.18 -0.47 -2.66  0.0564
H 0.89 -3.31 2.51  0.2449
H 1.97 4.34 -0.40  0.2452
H 0.23 -4.29 -5.46  0.4235
H -0.96 3.40 -5.80  0.3782
H 0.48 4.84 -1.89  0.3047
H 4.86 -2.92 -2.73  0.4099
H 1.77 -5.30 -3.65  0.5035

HOMO level, eV: -7.02
Multiplicity: 1
F_max, hartree/bohr: 0.114
Energy above the lowest of the compared OMol25 structures with the same formula, charge and spin, kcal/mol: 8.6
LUMO energy, eV: 0.07